(1)
# C3H7NO

The molecule C3H7NO (ωB97M-V with the def2-TZVPD basis set, the OMol25 dataset).

```
12
Properties=species:S:1:pos:R:3:forces:R:3:mulliken_charge:R:1
O 0.5844 -0.7845 0.0506 -0.364 0.427 -0.255 -0.38
N -0.5901 1.0179 1.2359 -0.231 -0.553 -0.478 -0.61
C 1.7879 -0.0032 0.0115 0.012 0.018 0.049 -0.61
C -0.8038 0.1284 0.3911 0.246 0.221 0.059 0.75
C -1.5539 -0.4121 -0.6850 -0.234 0.101 0.144 -1.21
H -0.0456 -0.7710 -0.9133 0.231 -0.012 0.412 0.42
H 1.7573 0.7131 -0.8216 -0.016 -0.167 0.177 0.28
H -1.4419 1.5040 1.5198 0.201 -0.156 -0.117 0.27
H 2.6401 -0.6818 -0.1027 -0.230 0.146 0.031 0.24
H 1.8545 0.5445 0.9566 0.013 -0.108 -0.189 0.29
H -2.3650 0.2103 -1.0663 0.232 -0.106 0.134 0.28
H -1.8239 -1.4657 -0.5764 0.140 0.189 0.031 0.28
```
Positions in Å, forces in eV/Å.

Output
Strongest force on any atom in eV/A: 0.8
Kohn-Sham gap in eV: 9.354
E_tot in eV: -6758.296
Energy relative to the best compared isomer or geometry (same formula, charge and spin) in kcal per mole: 102.7


(2)
# C11H8N2OS

The molecule C11H8N2OS (ωB97M-V with the def2-TZVPD basis set, the OMol25 dataset).

```
23
Properties=species:S:1:pos:R:3:forces:R:3:mulliken_charge:R:1
S 0.9723 2.1272 0.0472 -1.057 0.221 -0.132 -0.31
O -1.8803 -2.8178 0.0034 1.377 0.673 0.009 -0.54
N -2.7812 0.5760 0.1471 -0.466 0.899 -1.868 0.53
N -2.7996 -0.7777 0.0797 -1.816 1.388 0.340 -0.82
C -0.1240 -0.2767 -0.0318 -1.615 -1.584 0.307 -0.60
C 1.9999 0.7464 0.0266 0.408 1.455 0.370 0.31
C 4.0216 -0.4675 -0.0665 -0.064 2.279 1.193 -0.40
C -0.4716 1.0442 -0.0374 1.685 -0.596 0.393 -0.01
C 3.3155 -1.6601 0.0068 -0.327 0.175 -0.289 -0.47
C -1.8677 -1.6283 0.0371 2.134 0.270 -0.145 0.63
C -1.7806 1.4507 0.0668 -0.137 -3.877 -0.024 0.03
C 1.2917 -0.4409 0.0350 -1.118 -1.744 -0.371 0.51
C -4.1690 1.0162 -0.1886 0.063 -1.743 3.435 -1.00
C 3.3761 0.7902 0.0605 0.387 -3.557 -0.849 -0.44
C 1.9084 -1.6940 0.0622 4.177 3.753 -0.303 -0.78
H -4.7811 0.7946 0.7158 0.212 -0.391 -0.818 0.31
H 5.1287 -0.3653 -0.0116 -0.889 -0.808 -0.304 0.30
H 4.0621 1.5653 0.0931 0.373 2.076 0.087 0.45
H -4.2719 2.0206 -0.2622 0.437 3.342 -0.412 0.44
H -4.5934 0.5826 -1.0491 0.069 -1.010 -0.929 0.32
H 3.9896 -2.4804 -0.0082 -0.241 -1.281 0.061 0.38
H -1.9404 2.4377 0.1449 -1.470 3.337 0.084 0.49
H 1.3947 -2.5431 0.1293 -2.120 -3.278 0.167 0.67
```
Positions in Å, forces in eV/Å.

Output
Strongest force on any atom in eV/A: 5.6
Kohn-Sham gap in eV: 7.508
E_tot in eV: -27395.211
Energy relative to the best compared isomer or geometry (same formula, charge and spin) in kcal per mole: 92.4


(3)
# C5H8N3

An isolated ion of composition C5H8N3 and charge +1 (ωB97M-V with the def2-TZVPD basis set, the OMol25 dataset).

```
16
Properties=species:S:1:pos:R:3:forces:R:3:mulliken_charge:R:1
N -0.2370 2.2064 0.5686 1.777 -1.089 -1.340 -0.44
N -0.0920 1.4549 -0.4264 -0.384 2.998 -1.015 -0.07
N -0.4793 -0.1293 1.2116 -1.800 1.320 0.373 -0.22
C -0.1147 0.1392 -0.2437 3.031 -3.831 0.157 0.36
C 0.8235 -1.2531 -1.9063 -3.417 -0.655 -1.157 -0.27
C -0.5517 -0.7785 -1.4117 0.750 2.511 -1.941 -0.79
C 1.5751 -0.8723 -0.9742 0.958 3.310 4.996 -0.34
C -0.2529 1.4355 1.7496 -1.377 -0.789 2.055 -0.17
H -1.0810 -1.5867 -1.0282 -1.381 -1.474 0.243 0.34
H -1.5484 -0.4673 1.3525 3.185 0.782 -0.180 0.41
H 0.2165 -0.7115 1.6928 -0.776 -0.140 -0.230 0.38
H 2.4333 -0.7190 -0.2981 -0.288 -0.371 -1.255 0.41
H 0.9634 -1.8655 -2.7592 0.467 -0.470 -0.682 0.44
H 0.6548 1.4939 2.5057 -1.828 -0.147 -1.821 0.33
H -1.2302 1.7924 2.1559 0.932 -0.824 0.852 0.29
H -1.0791 -0.1391 -2.1889 0.151 -1.130 0.946 0.34
```
Positions in Å, forces in eV/Å.

Output
Strongest force on any atom in eV/A: 6.1
Kohn-Sham gap (spin up / spin down) in eV: 8.398 / 8.397
E_tot in eV: -9771.876
Energy relative to the best compared isomer or geometry (same formula, charge and spin) in kcal per mole: 153.7
Total charge: +1


(4)
# C4H5NO

The molecule C4H5NO (ωB97M-V with the def2-TZVPD basis set, the OMol25 dataset).

```
11
Properties=species:S:1:pos:R:3:forces:R:3:mulliken_charge:R:1
O 2.2917 -0.3098 0.1672 2.063 -2.075 0.389 -0.50
N -2.7334 0.4162 0.0472 -2.573 1.194 1.172 -0.71
C -1.5911 -0.0658 0.0173 1.274 0.057 -0.164 0.37
C -0.7565 -1.2486 -0.0803 -0.806 0.240 0.555 -0.35
C 1.2984 0.5719 -0.0084 -2.331 1.489 -1.263 -0.43
C -0.1529 -0.0489 -0.0207 2.135 0.064 -0.243 0.18
H -3.0431 1.3867 0.3829 1.686 -1.791 -1.143 0.24
H 1.4690 1.2044 0.8130 -0.840 0.936 1.629 0.31
H 2.5076 -0.9099 -0.5459 -0.393 0.083 -0.472 0.32
H -0.7712 -2.3574 0.0355 0.388 1.177 -0.458 0.31
H 1.4815 1.3614 -0.8078 -0.603 -1.374 -0.002 0.27
```
Positions in Å, forces in eV/Å.

Output
Strongest force on any atom in eV/A: 3.1
Kohn-Sham gap in eV: 9.060
E_tot in eV: -7762.516
Energy relative to the best compared isomer or geometry (same formula, charge and spin) in kcal per mole: 92.5
SMILES string: [H]/N=c1/cc1CO